The molecule CH5NO2S, computed with ωB97M-V/def2-TZVPD.

Last columns: bonded neighbours and bond lengths (Å).
Atoms and positions in Å:
1 S 0.6161 0.3662 -0.3811  O2 1.444, N4 1.849, C5 1.902, H8 1.390
2 O 0.7655 1.7330 0.0598  S1 1.444
3 O 2.9581 -0.5597 0.5386  N4 1.382, H6 1.019
4 N 2.2660 -0.4239 -0.6497  S1 1.849, O3 1.382
5 C -0.8636 -0.3826 0.5494  S1 1.902, H7 1.020, H9 1.040, H10 1.037
6 H 3.2045 0.3849 0.8321  O3 1.019
7 H -1.6097 0.3129 0.5448  C5 1.020
8 H 0.3115 0.4604 -1.7342  S1 1.390
9 H -1.1233 -1.2855 0.1030  C5 1.040
10 H -0.5850 -0.2815 1.5433  C5 1.037

Summary:
Multiplicity: 3
⟨S²⟩: 2.01
E_LUMO (spin up / spin down): 0.6 / -1.0 eV
Orbital gap (spin up / spin down): 6.379 / 8.424 eV
Molecular weight: 95.12 g/mol
Energy above the lowest of the compared OMol25 structures with the same formula, charge and spin: 93.6 kcal/mol